# C51H48N7O2P2Se2Ti

A molecular structure, C51H48N7O2P2Se2Ti (wB97M-V/def2-TZVPD, OMol25).

## Properties
Electronic energy   -8841.21590 hartree
2S+1   1
Orbital gap (alpha / beta)   5.238 / 5.216 eV
Charge   -1
Max |F|   0.01936 Eh/bohr

Element x y z (Å)
Ti: 0.410 -1.278 -2.070
N: 3.415 -1.857 1.178
C: 2.815 -1.476 0.038
N: 1.658 -1.894 -0.335
C: 0.939 -2.772 0.498
N: -0.127 -3.306 0.041
N: -0.347 -2.918 -1.261
C: -0.968 -3.796 -2.090
C: -0.820 -3.534 -3.436
C: -1.301 -4.392 -4.472
C: -1.078 -4.073 -5.768
C: -0.377 -2.870 -6.078
C: 0.083 -2.096 -5.058
N: -0.087 -2.395 -3.745
C: 1.523 -3.198 1.766
C: 0.906 -4.102 2.628
C: 1.571 -4.566 3.747
C: 2.867 -4.134 4.023
C: 3.488 -3.226 3.186
C: 2.814 -2.758 2.066
H: 4.341 -1.518 1.373
H: 3.360 -0.794 -0.604
H: -1.419 -4.702 -1.711
H: -1.834 -5.291 -4.190
H: -1.422 -4.722 -6.564
H: -0.198 -2.575 -7.102
H: 0.634 -1.189 -5.271
H: -0.094 -4.437 2.386
H: 1.087 -5.277 4.404
H: 3.402 -4.519 4.881
H: 4.496 -2.883 3.393
N: -0.441 1.587 2.190
P: 1.016 0.655 2.239
C: 1.117 0.390 4.077
C: 0.957 -0.913 4.549
C: 1.041 -1.198 5.907
C: 1.287 -0.176 6.812
C: 1.440 1.129 6.357
C: 1.357 1.409 5.001
C: 2.322 1.944 2.117
C: 3.633 1.576 2.416
C: 4.689 2.439 2.159
C: 4.440 3.694 1.616
C: 3.135 4.074 1.335
C: 2.082 3.200 1.572
P: -1.697 0.979 1.170
C: -3.030 0.809 2.456
C: -2.712 0.157 3.653
C: -3.682 -0.094 4.613
C: -4.998 0.285 4.390
C: -5.335 0.907 3.196
C: -4.362 1.160 2.236
C: -2.298 2.501 0.337
C: -1.953 3.787 0.745
C: -2.478 4.895 0.094
C: -3.355 4.731 -0.971
C: -3.695 3.453 -1.393
C: -3.165 2.345 -0.743
H: -0.770 1.920 3.089
H: 0.768 -1.712 3.838
H: 0.921 -2.217 6.253
H: 1.362 -0.395 7.870
H: 1.628 1.928 7.065
H: 1.486 2.429 4.653
H: 3.820 0.595 2.845
H: 5.707 2.135 2.372
H: 5.263 4.363 1.400
H: 2.938 5.053 0.912
H: 1.067 3.470 1.305
H: -1.691 -0.159 3.836
H: -3.407 -0.587 5.538
H: -5.757 0.090 5.137
H: -6.359 1.203 3.007
H: -4.645 1.647 1.311
H: -1.267 3.917 1.573
H: -2.205 5.892 0.420
H: -3.768 5.598 -1.472
H: -4.372 3.316 -2.227
H: -3.425 1.346 -1.081
O: 4.964 1.675 -2.810
C: 3.752 1.991 -2.111
C: 2.539 2.117 -3.036
C: 2.714 3.385 -3.900
O: 3.856 3.368 -4.747
C: 2.422 0.928 -4.001
Se: 2.734 -0.909 -3.313
C: 1.261 2.325 -2.218
Se: 0.934 0.977 -0.816
H: 4.845 0.775 -3.150
H: 3.924 2.940 -1.597
H: 3.547 1.242 -1.349
H: 2.757 4.252 -3.226
H: 1.845 3.509 -4.551
H: 4.572 2.956 -4.241
H: 3.143 1.051 -4.803
H: 1.424 0.933 -4.442
H: 0.398 2.342 -2.885
H: 1.298 3.280 -1.689
C: -1.458 -0.214 -2.609
C: -2.661 -1.039 -2.756
C: -3.372 -1.464 -1.618
C: -4.471 -2.288 -1.711
C: -4.912 -2.733 -2.962
C: -4.238 -2.304 -4.105
C: -3.147 -1.465 -4.001
C: -6.036 -3.619 -3.077
N: -6.939 -4.327 -3.179
H: -1.566 0.460 -1.763
H: -1.207 0.337 -3.521
H: -3.032 -1.131 -0.642
H: -5.003 -2.594 -0.819
H: -4.585 -2.636 -5.076
H: -2.647 -1.131 -4.903

Cartesian forces (eV/Å) of the 6 atoms listed first:
Ti 0.2238 0.2909 -0.7069
N 0.0272 -0.1741 0.1162
C 0.2099 0.1290 0.1551
N -0.6241 -0.1619 0.1376
C 0.3377 -0.1745 0.0338
N -0.2339 -0.3758 -0.4136

***

# C51H49As2CrN2OPS4

A molecular structure, C51H49As2CrN2OPS4 (wB97M-V/def2-TZVPD, OMol25).

## Properties
Electronic energy   -9607.52367 hartree
2S+1   4
Orbital gap (alpha / beta)   8.027 / 8.275 eV
Charge   +1
Max |F|   0.01505 Eh/bohr
<S²>   3.827

Element x y z (Å)
Cr: -0.229 -0.383 -0.899
C: -2.193 -0.996 3.487
As: -0.558 -0.388 2.609
C: 0.653 -1.396 3.803
C: -0.300 1.326 3.550
C: -1.243 1.778 4.473
C: -1.045 2.954 5.179
C: 0.109 3.698 4.977
C: 1.049 3.257 4.061
C: 0.855 2.081 3.337
As: 2.205 1.454 2.067
C: 2.769 3.190 1.323
C: 3.684 1.241 3.333
H: -2.093 -0.924 4.569
H: -2.344 -2.040 3.216
H: -3.062 -0.430 3.148
H: 0.409 -1.142 4.834
H: 1.693 -1.132 3.617
H: 0.524 -2.470 3.658
H: -2.153 1.219 4.641
H: -1.789 3.284 5.893
H: 0.276 4.613 5.531
H: 1.950 3.841 3.909
H: 3.843 3.309 1.458
H: 2.252 4.006 1.824
H: 2.550 3.226 0.258
H: 3.811 2.133 3.946
H: 4.599 1.050 2.773
H: 3.487 0.389 3.984
C: 6.079 1.247 -0.229
C: 5.948 0.008 0.378
C: 4.778 -0.728 0.231
C: 3.729 -0.221 -0.527
C: 3.868 1.026 -1.138
C: 5.034 1.756 -0.990
P: 2.187 -1.132 -0.911
C: 2.435 -2.751 -0.115
C: 2.456 -2.777 1.280
C: 2.588 -3.975 1.962
C: 2.691 -5.166 1.251
C: 2.660 -5.147 -0.135
C: 2.531 -3.945 -0.820
C: 2.423 -1.400 -2.684
C: 3.566 -1.919 -3.237
C: 3.697 -1.992 -4.636
C: 2.704 -1.505 -5.444
C: 1.532 -0.930 -4.901
C: 0.522 -0.360 -5.719
C: -0.556 0.246 -5.144
C: -0.696 0.273 -3.734
C: 0.215 -0.314 -2.902
C: 1.378 -0.895 -3.493
H: 6.995 1.812 -0.116
H: 6.763 -0.397 0.964
H: 4.702 -1.698 0.702
H: 3.059 1.418 -1.746
H: 5.131 2.721 -1.472
H: 2.371 -1.845 1.827
H: 2.614 -3.983 3.045
H: 2.799 -6.103 1.780
H: 2.738 -6.072 -0.691
H: 2.499 -3.944 -1.902
H: 4.376 -2.261 -2.602
H: 4.598 -2.408 -5.067
H: 2.816 -1.534 -6.521
H: 0.636 -0.391 -6.795
H: -1.321 0.702 -5.759
H: -1.560 0.768 -3.313
O: -2.083 -0.101 -0.629
C: -3.459 0.085 -0.622
C: -4.183 -1.247 -0.450
C: -5.240 -1.804 -1.105
C: -5.626 -3.071 -0.578
C: -4.857 -3.452 0.473
S: -3.663 -2.279 0.830
C: -3.964 0.799 -1.878
C: -4.421 2.083 -1.976
C: -4.814 2.450 -3.291
C: -4.666 1.429 -4.177
S: -4.059 0.026 -3.419
C: -3.802 0.968 0.571
C: -4.953 1.021 1.293
C: -4.951 2.062 2.268
C: -3.792 2.771 2.266
S: -2.699 2.185 1.081
H: -5.767 -1.326 -1.916
H: -6.445 -3.658 -0.968
H: -4.928 -4.351 1.064
H: -4.504 2.755 -1.133
H: -5.206 3.422 -3.553
H: -4.895 1.415 -5.230
H: -5.782 0.347 1.130
H: -5.771 2.256 2.944
H: -3.507 3.592 2.904
C: -0.501 4.982 0.042
C: -0.873 4.057 -1.120
C: -0.359 2.706 -0.946
N: 0.003 1.626 -0.837
H: -1.004 5.937 -0.092
H: 0.572 5.158 0.076
H: -0.816 4.553 0.993
H: -0.502 4.433 -2.075
H: -1.958 3.953 -1.208
S: -0.984 -4.834 -0.284
C: -1.213 -4.435 -1.931
C: -0.968 -3.120 -2.130
N: -0.597 -2.435 -0.993
C: -0.573 -3.231 0.046
H: -1.518 -5.171 -2.656
H: -1.045 -2.591 -3.066
H: -0.320 -2.897 1.040

Cartesian forces (eV/Å) of the 6 atoms listed first:
Cr -0.6819 -0.3441 -0.1245
C -0.0073 -0.0417 0.0492
As 0.2391 0.0986 0.0934
C -0.0873 0.0226 0.0500
C -0.0651 -0.0288 -0.0342
C -0.0515 -0.0247 -0.0470